Record 1
# C3H4N2S

A molecular structure, C3H4N2S in a non-equilibrium geometry (ωB97M-V/def2-TZVPD, the OMol25 dataset).

Atoms and positions in Å:
S -1.410 1.174 -2.315
N 0.061 0.972 -1.523
N -1.289 -0.215 -0.058
C -1.960 0.289 -1.007
C 0.914 -0.910 1.812
C -0.116 0.201 -0.377
H 1.146 0.145 1.866
H 0.031 -1.523 2.129
H 0.902 1.269 -1.936
H 1.720 -1.404 1.410

* E_HOMO (spin up / spin down): -0.7756 / -0.7396 hartree
* energy above the lowest of the compared OMol25 structures with the same formula, charge and spin: 70.9 kcal per mole
* orbital gap (spin up / spin down): 8.44 / 6.38 eV
* lowest unoccupied orbital energy (spin up / spin down): -12.670 / -13.749 eV
* charge: +2

Record 2
# C3H4N2S2

A single C3H4N2S2 molecule in a non-equilibrium geometry (ωB97M-V/def2-TZVPD, the OMol25 dataset).

Atoms and positions in Å:
S -3.300 -0.014 -0.123
S 2.877 -0.754 -0.238
N 1.131 1.209 -0.054
N -0.579 -0.228 0.315
C 2.349 0.752 0.407
C -1.848 -0.692 0.270
C -0.079 0.849 -0.218
H -0.652 1.544 -1.037
H -1.875 -1.777 0.485
H 2.869 1.146 1.233
H 0.035 -0.953 0.511

* E_HOMO: -0.3242 hartree
* energy above the lowest of the compared OMol25 structures with the same formula, charge and spin: 59.6 kcal per mole
* orbital gap: 7.95 eV
* lowest unoccupied orbital energy: -0.868 eV
* charge: 0

Record 3
# C3H4N2S2

A molecular structure, C3H4N2S2 in a non-equilibrium geometry (ωB97M-V/def2-TZVPD, the OMol25 dataset).

Atoms and positions in Å:
S 1.531 2.489 -1.612
S -0.691 0.152 -0.897
N 1.569 1.375 -0.536
N 1.841 -1.556 1.553
C 1.626 -0.697 0.804
C 0.895 0.362 -0.104
C -1.513 -1.081 0.303
H -2.020 -0.757 1.484
H -2.357 -1.403 -0.313
H -0.141 3.027 -1.354
H -0.743 -1.910 0.672

* E_HOMO: -0.3240 hartree
* energy above the lowest of the compared OMol25 structures with the same formula, charge and spin: 111.6 kcal per mole
* orbital gap: 8.13 eV
* lowest unoccupied orbital energy: -0.688 eV
* charge: 0

Record 4
# C3H4N3

A gas-phase ion, C3H4N3 (charge +1) in a non-equilibrium geometry (ωB97M-V/def2-TZVPD, the OMol25 dataset).

Atoms and positions in Å:
N -1.141 1.081 0.090
N -2.140 0.374 -0.152
N -2.022 -0.863 0.083
C 1.326 0.593 0.027
C -0.086 0.216 0.076
C -0.749 -1.176 -0.029
H -0.303 -2.296 0.079
H 1.750 0.853 -1.054
H 1.474 1.623 0.441
H 1.891 -0.405 0.438

* E_HOMO (spin up / spin down): -0.6015 / -0.6213 hartree
* energy above the lowest of the compared OMol25 structures with the same formula, charge and spin: 58.1 kcal per mole
* orbital gap (spin up / spin down): 11.58 / 7.00 eV
* lowest unoccupied orbital energy (spin up / spin down): -4.785 / -9.905 eV
* 2S+1: 3
* charge: +1

Record 5
# C3H4N3

A molecular structure, C3H4N3 in a non-equilibrium geometry (ωB97M-V/def2-TZVPD, the OMol25 dataset).

Atoms and positions in Å:
N -0.729 1.154 0.550
N 0.236 0.525 -0.129
N -1.765 0.299 -1.145
C -1.782 0.940 -0.119
C -0.505 -0.318 -1.112
C 1.120 -0.205 0.673
H 0.627 -1.182 1.058
H -0.519 -1.402 -1.489
H 2.099 -0.400 0.172
H 1.218 0.590 1.541

* E_HOMO (spin up / spin down): -0.5839 / -0.6462 hartree
* energy above the lowest of the compared OMol25 structures with the same formula, charge and spin: 77.4 kcal per mole
* orbital gap (spin up / spin down): 8.76 / 8.12 eV
* lowest unoccupied orbital energy (spin up / spin down): -7.128 / -9.462 eV
* 2S+1: 3
* charge: +1

Record 6
# C3H4N3O2S2

2 unconnected molecules or ions with the total composition C3H4N3O2S2 in a non-equilibrium geometry (ωB97M-V/def2-TZVPD, the OMol25 dataset).

Atoms and positions in Å:
S 0.363 -3.279 0.072
S -3.583 0.644 -0.583
O 1.296 2.072 -0.522
O 0.981 0.563 1.082
N 1.438 -2.144 -0.109
N 1.633 -1.208 -0.831
N -1.406 -0.050 0.967
C 1.320 0.974 -0.028
C 1.804 -0.025 -1.009
C -2.188 0.870 0.401
H -1.677 -0.982 0.550
H 2.346 0.431 -1.825
H -1.917 1.922 0.637
H -0.409 0.211 1.198

* E_HOMO: -0.1785 hartree
* energy above the lowest of the compared OMol25 structures with the same formula, charge and spin: 0.0 kcal per mole
* orbital gap: 7.69 eV
* lowest unoccupied orbital energy: 2.828 eV
* charge: -1

Record 7
# C3H4N3P

A single C3H4N3P molecule in a non-equilibrium geometry (ωB97M-V/def2-TZVPD, the OMol25 dataset).

Atoms and positions in Å:
P -0.604 -0.136 -0.499
N -3.555 0.335 -0.162
N -1.318 -2.027 -2.636
N -0.354 -1.229 0.800
C -2.442 0.054 -0.318
C 0.062 1.359 -0.322
C -1.058 -1.261 -1.809
H 1.129 1.573 -0.131
H -0.056 -0.839 1.719
H -1.062 -1.937 0.951
H -0.366 1.994 -1.199

* E_HOMO: -0.3513 hartree
* energy above the lowest of the compared OMol25 structures with the same formula, charge and spin: 27.7 kcal per mole
* orbital gap: 9.37 eV
* lowest unoccupied orbital energy: -0.192 eV
* charge: 0

Record 8
# C3H4N3S

A gas-phase ion, C3H4N3S (charge -1) in a non-equilibrium geometry (ωB97M-V/def2-TZVPD, the OMol25 dataset).

Atoms and positions in Å:
S -1.939 -0.156 -1.566
N 0.095 -0.454 0.149
N 0.833 1.570 0.669
N -0.128 -1.855 0.216
C 0.976 0.315 0.886
C -0.674 0.400 -0.593
C -0.188 1.695 -0.244
H -0.906 -1.831 -0.342
H 0.767 -2.272 -0.297
H 1.740 -0.047 1.695
H -0.576 2.636 -0.573

* E_HOMO: -0.0915 hartree
* energy above the lowest of the compared OMol25 structures with the same formula, charge and spin: 24.2 kcal per mole
* orbital gap: 6.42 eV
* lowest unoccupied orbital energy: 3.929 eV
* charge: -1

Record 9
# C3H4N3S

A molecular structure, C3H4N3S in a non-equilibrium geometry (ωB97M-V/def2-TZVPD, the OMol25 dataset).

Atoms and positions in Å:
S -1.314 -4.296 0.345
N -0.188 -0.794 0.067
N -1.028 -1.673 -0.276
N 0.691 -1.113 0.998
C -0.656 -2.776 0.484
C 0.505 -2.415 1.263
C -0.288 0.938 -0.692
H -0.219 1.336 0.335
H -1.012 0.683 -1.369
H 0.960 -2.980 2.057
H 0.629 0.950 -1.130

* E_HOMO (spin up / spin down): -0.5486 / -0.5481 hartree
* energy above the lowest of the compared OMol25 structures with the same formula, charge and spin: 69.5 kcal per mole
* orbital gap (spin up / spin down): 6.75 / 6.74 eV
* lowest unoccupied orbital energy (spin up / spin down): -8.180 / -8.175 eV
* charge: +1

Record 10
# C3H4N3S3

A gas-phase ion, C3H4N3S3 (charge -1) in a non-equilibrium geometry (ωB97M-V/def2-TZVPD, the OMol25 dataset).

Atoms and positions in Å:
S -1.121 -1.005 -2.398
S -2.195 2.499 1.028
S 2.234 -2.372 0.994
N 0.310 -1.483 -0.404
N -0.642 2.024 0.690
N -0.755 -0.648 -0.832
C 1.036 0.171 1.255
C 0.072 1.075 0.980
C 1.169 -1.169 0.589
H -2.374 3.550 0.098
H -0.003 -0.609 -3.059
H 1.771 0.227 2.010
H 0.498 -2.259 -0.950

* E_HOMO: -0.0990 hartree
* orbital gap: 5.44 eV
* lowest unoccupied orbital energy: 2.744 eV
* charge: -1

Record 11
# C3H4N4

A single C3H4N4 molecule in a non-equilibrium geometry (ωB97M-V/def2-TZVPD, the OMol25 dataset).

Atoms and positions in Å:
N -0.801 2.011 -0.125
N -1.866 1.536 -0.236
N -2.337 0.468 0.292
N 0.351 1.676 0.529
C 2.537 0.688 -0.188
C 1.392 1.216 0.088
C -2.787 -0.640 -0.065
H 2.949 -0.249 0.020
H 3.398 1.284 -0.433
H -3.397 -1.248 0.616
H -2.479 -1.316 -0.903

* E_HOMO: -0.3217 hartree
* energy above the lowest of the compared OMol25 structures with the same formula, charge and spin: 163.5 kcal per mole
* orbital gap: 9.35 eV
* lowest unoccupied orbital energy: 0.601 eV
* charge: 0

Record 12
# C3H4N4

A single C3H4N4 molecule in a non-equilibrium geometry (ωB97M-V/def2-TZVPD, the OMol25 dataset).

Atoms and positions in Å:
N -2.333 0.527 0.789
N 1.367 -0.296 -0.057
N -0.885 -0.796 -0.525
N -0.225 1.344 0.445
C 0.364 -1.057 -0.640
C -1.145 0.321 0.333
C 0.974 0.980 0.289
H 0.736 -1.976 -1.153
H 1.793 1.706 0.559
H 2.228 -0.485 -0.452
H -2.874 -0.269 0.411

* E_HOMO: -0.3387 hartree
* energy above the lowest of the compared OMol25 structures with the same formula, charge and spin: 34.2 kcal per mole
* orbital gap: 9.62 eV
* lowest unoccupied orbital energy: 0.399 eV
* charge: 0

Record 13
# C3H4N4

A molecular structure, C3H4N4 in a non-equilibrium geometry (ωB97M-V/def2-TZVPD, the OMol25 dataset).

Atoms and positions in Å:
N -2.161 -1.045 0.005
N -0.984 -1.618 0.129
N 1.341 -1.037 -0.345
N 0.000 -0.522 -0.017
C -2.084 0.302 -0.046
C -0.663 0.679 -0.142
C 2.252 -0.189 0.115
H 1.940 0.937 0.918
H -0.136 1.691 -0.064
H -2.982 1.063 -0.326
H 3.477 -0.264 -0.228

* E_HOMO: -0.3451 hartree
* energy above the lowest of the compared OMol25 structures with the same formula, charge and spin: 146.3 kcal per mole
* orbital gap: 9.29 eV
* lowest unoccupied orbital energy: -0.100 eV
* charge: 0

Record 14
# C3H4N4

A single C3H4N4 molecule (ωB97M-V/def2-TZVPD, the OMol25 dataset).

Atoms and positions in Å:
N 1.722 0.559 -0.729
N -0.324 1.774 -0.368
N -1.272 -1.433 0.836
N -0.956 0.758 0.329
C 1.424 -0.589 -0.419
C -0.539 -0.458 0.237
C 0.869 1.673 -0.804
H -2.015 -1.120 1.450
H -0.847 -2.318 1.063
H 0.637 -1.371 -0.281
H 1.301 2.526 -1.314

* E_HOMO (spin up / spin down): -0.3023 / -0.3023 hartree
* energy above the lowest of the compared OMol25 structures with the same formula, charge and spin: 149.0 kcal per mole
* orbital gap (spin up / spin down): 8.26 / 8.26 eV
* lowest unoccupied orbital energy (spin up / spin down): 0.030 / 0.029 eV
* charge: 0

Record 15
# C3H4N4O

A single C3H4N4O molecule in a non-equilibrium geometry (ωB97M-V/def2-TZVPD, the OMol25 dataset).

Atoms and positions in Å:
O -0.912 -1.878 1.364
N 1.015 -0.491 -1.406
N -0.188 2.617 -0.285
N 0.869 0.846 -1.431
N -0.719 0.450 0.492
C 0.067 1.441 -0.390
C 0.854 -1.189 -0.192
C -0.211 -0.861 0.603
H 0.479 3.462 -0.797
H 0.816 -2.399 -0.287
H -0.567 -2.688 1.287
H -1.502 0.689 1.042

* E_HOMO: -0.3276 hartree
* energy above the lowest of the compared OMol25 structures with the same formula, charge and spin: 106.8 kcal per mole
* orbital gap: 8.55 eV
* lowest unoccupied orbital energy: -0.369 eV
* charge: 0

Record 16
# C3H4N4O

A molecular structure, C3H4N4O in a non-equilibrium geometry (ωB97M-V/def2-TZVPD, the OMol25 dataset).

Atoms and positions in Å:
O 0.066 -2.127 1.138
N -0.454 0.633 -0.812
N 0.268 1.631 -1.046
N 1.411 1.729 -0.458
N -1.864 -1.348 0.013
C -0.524 -1.147 0.508
C 1.491 0.654 0.435
C 0.111 0.179 0.301
H -2.561 -0.279 -0.131
H 0.092 2.319 -1.938
H -2.175 -2.299 0.208
H 2.124 0.650 1.424

* E_HOMO: -0.3529 hartree
* energy above the lowest of the compared OMol25 structures with the same formula, charge and spin: 91.5 kcal per mole
* orbital gap: 10.20 eV
* lowest unoccupied orbital energy: 0.595 eV
* charge: 0

Record 17
# C3H4N4O

A single C3H4N4O molecule in a non-equilibrium geometry (ωB97M-V/def2-TZVPD, the OMol25 dataset).

Atoms and positions in Å:
O 2.541 -0.178 -0.096
N 0.117 -1.272 0.275
N 0.338 0.107 0.175
N -1.885 -0.339 -0.169
N -1.182 1.950 0.063
C -1.173 -1.412 -0.025
C -0.944 0.710 -0.019
C 1.620 0.597 -0.038
H 1.604 1.688 -0.169
H -1.618 -2.387 -0.112
H -0.269 2.401 0.276
H 0.852 -1.864 -0.161

* E_HOMO: -0.3383 hartree
* energy above the lowest of the compared OMol25 structures with the same formula, charge and spin: 35.4 kcal per mole
* orbital gap: 9.51 eV
* lowest unoccupied orbital energy: 0.301 eV
* charge: 0

Record 18
# C3H4N4O

A single C3H4N4O molecule in a non-equilibrium geometry (ωB97M-V/def2-TZVPD, the OMol25 dataset).

Atoms and positions in Å:
O -0.672 -0.318 -1.917
N -1.208 0.537 2.476
N -0.022 0.500 2.009
N -0.137 0.243 0.698
N -2.157 0.413 1.588
C 0.424 -0.732 -1.381
C -1.504 0.180 0.494
C 0.921 0.332 -0.338
H 0.250 -1.717 -0.916
H 1.783 0.203 0.133
H 1.271 -0.904 -2.037
H 1.051 1.265 -0.809

* E_HOMO (spin up / spin down): -0.3909 / -0.3938 hartree
* energy above the lowest of the compared OMol25 structures with the same formula, charge and spin: 172.6 kcal per mole
* orbital gap (spin up / spin down): 8.71 / 8.22 eV
* lowest unoccupied orbital energy (spin up / spin down): -1.927 / -2.496 eV
* charge: 0

Record 19
# C3H4N4O

A single C3H4N4O molecule in a non-equilibrium geometry (ωB97M-V/def2-TZVPD, the OMol25 dataset).

Atoms and positions in Å:
O 1.036 -0.809 0.824
N -0.799 -1.228 -0.655
N -1.614 -0.307 0.163
N 1.802 0.404 0.197
N -0.291 1.483 -0.160
C -1.323 0.884 0.361
C 0.450 -1.393 -0.282
C 0.900 1.098 -0.538
H 1.037 -2.167 -0.559
H 1.540 1.887 -1.222
H -2.514 -0.605 0.007
H -2.200 1.373 1.111

* E_HOMO: -0.3215 hartree
* energy above the lowest of the compared OMol25 structures with the same formula, charge and spin: 151.4 kcal per mole
* orbital gap: 8.96 eV
* lowest unoccupied orbital energy: 0.208 eV
* charge: 0

Record 20
# C3H4N4O

A molecular structure, C3H4N4O in a non-equilibrium geometry (ωB97M-V/def2-TZVPD, the OMol25 dataset).

Atoms and positions in Å:
O 2.449 -0.917 0.274
N -2.473 -0.673 -0.047
N 0.198 1.771 -0.020
N -0.993 1.051 0.313
N 1.234 1.078 -0.338
C -1.015 -0.350 0.024
C 0.054 -1.251 -0.120
C 1.311 -0.466 -0.072
H -2.644 -1.817 -0.683
H -2.975 -0.455 0.930
H -0.175 -2.256 -0.439
H -1.649 1.673 -0.346

* E_HOMO: -0.3561 hartree
* energy above the lowest of the compared OMol25 structures with the same formula, charge and spin: 120.1 kcal per mole
* orbital gap: 9.66 eV
* lowest unoccupied orbital energy: -0.033 eV
* charge: 0